6
Properties=species:S:1:pos:R:3:lowdin_charge:R:1 method="wB97M-V/def2-TZVPD" mol_weight_da=50.06 total_energy_ha=-153.32080 relative_energy_kj_mol=420.82 fmax_ev_per_a=0.901 orbital_gap_ev=8.9
C -1.149 -0.817 0.002 -0.079
C -0.851 0.414 0.333 -0.014
C 0.179 -0.716 -0.807 -0.153
C 1.080 -0.111 -0.161 0.089
H -1.215 1.427 0.172 0.084
H 1.955 -0.197 0.460 0.073

45
Properties=species:S:1:pos:R:3:lowdin_spin:R:1 method="wB97M-V/def2-TZVPD" mol_weight_da=484.23 total_energy_ha=-4222.46724 s_squared=20.008 fmax_ev_per_a=5.645 orbital_gap_ev="7.8 / 8.0" multiplicity=9
Cr 0.757 -3.804 2.398 4.898
Co 1.949 1.792 -2.025 2.767
Cl -0.095 -0.440 0.553 0.004
O -0.559 0.622 1.389 0.002
O 1.071 0.081 -0.091 0.009
O 0.303 -1.648 1.264 0.029
O -1.106 -0.750 -0.397 0.001
B 3.401 0.256 -2.843 0.041
H 3.389 -0.700 -3.344 0.005
H 3.018 0.165 -1.839 0.016
H 4.421 0.598 -2.771 0.003
H 2.831 0.987 -3.396 0.014
B 0.976 3.307 -0.635 0.054
H 0.843 4.365 -0.800 0.008
H 0.443 2.652 -1.307 0.021
H 2.014 3.032 -0.743 0.016
H 0.634 3.110 0.369 0.004
C -3.711 1.804 -0.159 0.000
N -2.475 2.531 -0.547 0.000
O -1.747 3.035 0.278 0.002
O -2.157 2.417 -1.738 0.001
H -4.413 2.612 0.050 0.000
H -3.523 1.116 0.666 0.000
H -4.058 1.065 -0.881 0.000
C -3.630 -1.635 2.779 0.000
N -3.189 -2.991 2.547 0.001
O -3.970 -3.798 2.131 0.002
O -2.006 -3.214 2.521 0.016
H -4.492 -1.457 2.135 0.000
H -2.788 -1.090 2.353 0.000
H -3.871 -1.362 3.806 0.000
C -0.343 -1.557 -3.473 0.002
N -0.231 -0.083 -3.715 0.005
O -0.734 0.407 -4.686 0.005
O 0.444 0.527 -2.870 0.026
H -1.287 -1.685 -2.943 0.000
H 0.501 -1.805 -2.830 0.000
H -0.351 -2.150 -4.388 0.000
C 3.320 -0.306 3.577 0.001
N 3.525 -1.694 2.999 0.004
O 2.563 -2.398 2.966 0.026
O 4.643 -1.970 2.580 0.015
H 2.714 -0.509 4.459 0.000
H 2.748 0.292 2.868 0.000
H 4.229 0.275 3.733 0.000